The following is a DFT calculation (ωB97M-V with the def2-TZVPD basis set) of the molecule C21H28N2.

- energy above the lowest of the compared OMol25 structures with the same formula, charge and spin (kcal/mol) = 0.0
- structure (SMILES) = CCN(Cc1ccccc1)C1CCN(Cc2ccccc2)CC1
- lowest unoccupied orbital energy (Eh) = 0.03272
- calculated total energy (Eh) = -926.5080
- orbital gap (hartree) = 0.322

Structure (XYZ):
```
51
Properties=species:S:1:pos:R:3:mulliken_charge:R:1
N 1.03 0.19 -2.08 0.447
N 1.93 0.96 2.03 0.480
C -2.89 -1.58 -4.62 -0.402
C -2.06 -2.18 -3.69 -0.607
C -1.34 -0.21 4.98 -0.615
C -2.54 -0.37 -5.18 -0.585
C 1.85 2.18 2.80 -0.688
C 0.08 1.00 -1.33 -1.313
C 2.39 0.53 -1.71 -0.898
C -0.08 0.03 4.47 -0.395
C -0.50 -0.35 -3.90 0.605
C 0.22 0.72 0.16 0.165
C -1.35 0.24 -4.82 -0.482
C 1.71 -0.29 2.72 -1.553
C -0.54 -1.45 2.65 -0.131
C 0.48 2.87 2.85 -1.142
C -0.87 -1.57 -3.34 -0.132
C 0.80 0.29 -3.51 -1.129
C 0.33 -0.57 3.28 0.974
C 1.65 1.07 0.62 -0.618
C -1.80 -1.69 3.16 -0.814
C 2.62 0.24 -0.23 -0.931
C -2.21 -1.07 4.32 -0.491
H -2.33 -3.13 -3.24 0.383
H -3.19 0.10 -5.91 0.373
H 1.83 2.13 0.37 0.399
H 0.04 -0.34 0.33 -0.216
H -1.65 0.26 5.90 0.400
H 3.07 -0.08 -2.31 0.475
H 2.17 1.94 3.82 0.456
H -0.92 0.74 -1.67 0.556
H -0.21 -2.03 -2.61 0.369
H 2.45 -0.82 -0.06 0.289
H -3.82 -2.06 -4.90 0.379
H -3.20 -1.25 4.72 0.382
H 2.62 1.59 -1.92 0.360
H -0.29 2.19 3.18 0.260
H 0.53 3.71 3.54 0.423
H -2.46 -2.38 2.65 0.392
H 1.62 -0.25 -4.01 0.389
H -1.08 1.19 -5.27 0.351
H 0.59 0.68 5.00 0.390
H 0.83 1.33 -3.86 0.329
H 3.65 0.48 0.04 0.293
H 1.98 -1.10 2.02 0.400
H 2.43 -0.33 3.55 0.519
H -0.22 -1.97 1.76 0.419
H -0.52 1.29 0.72 0.494
H 2.58 2.88 2.39 0.376
H 0.21 3.26 1.87 0.329
H 0.24 2.08 -1.52 0.285
```